1.
{
  "formula": "C35H35IrN2OP2",
  "method": "the ωB97M-V functional and the def2-TZVPD basis",
  "symbols": ["Ir", "N", "C", "O", "C", "C", "H", "H", "H", "H", "H", "H", "C", "N", "C", "P", "C", "C", "C", "C", "C", "C", "C", "C", "C", "C", "C", "C", "C", "C", "C", "C", "C", "C", "P", "C", "C", "C", "C", "C", "C", "C", "C", "C", "C", "C", "C", "H", "H", "H", "H", "H", "H", "H", "H", "H", "H", "H", "H", "H", "H", "H", "H", "H", "H", "H", "H", "H", "H", "H", "H", "H", "H", "H", "H", "H"],
  "positions_angstrom": [[-0.397, 1.998, 0.096], [-3.558, 4.307, 1.516], [-2.398, 3.723, 1.281], [-2.201, 3.099, 0.206], [-1.286, 3.805, 2.265], [-0.310, 2.640, 2.055], [-4.275, 4.297, 0.806], [-3.716, 4.856, 2.346], [-1.668, 3.818, 3.288], [-0.787, 4.764, 2.098], [-0.546, 1.790, 2.691], [0.719, 2.948, 2.235], [-0.589, -1.239, -0.956], [0.641, -1.729, -0.407], [1.496, -0.838, 0.327], [1.588, 0.859, -0.397], [3.074, 1.509, 0.395], [3.061, 1.696, 1.779], [4.198, 2.144, 2.428], [5.346, 2.423, 1.696], [5.359, 2.246, 0.320], [4.224, 1.791, -0.337], [1.924, 0.660, -2.143], [2.555, -0.488, -2.624], [2.866, -0.574, -3.972], [2.553, 0.471, -4.833], [1.916, 1.609, -4.357], [1.596, 1.703, -3.012], [0.977, -3.096, -0.538], [0.596, -3.806, -1.674], [0.922, -5.149, -1.794], [1.637, -5.793, -0.795], [2.022, -5.083, 0.333], [1.690, -3.743, 0.469], [-1.508, -0.014, 0.068], [-1.782, -0.669, 1.712], [-1.282, -1.902, 2.123], [-1.514, -2.332, 3.423], [-2.248, -1.547, 4.299], [-2.763, -0.322, 3.885], [-2.520, 0.123, 2.599], [-3.077, 0.094, -0.786], [-4.208, -0.552, -0.288], [-5.384, -0.522, -1.024], [-5.433, 0.152, -2.236], [-4.308, 0.806, -2.726], [-3.131, 0.785, -1.999], [-1.283, -2.068, -1.117], [-0.468, -0.726, -1.925], [2.506, -1.243, 0.385], [1.150, -0.667, 1.359], [2.170, 1.466, 2.350], [4.193, 2.277, 3.501], [6.235, 2.775, 2.201], [6.255, 2.460, -0.246], [4.240, 1.658, -1.411], [2.807, -1.307, -1.963], [3.358, -1.459, -4.350], [2.813, 0.398, -5.880], [1.676, 2.421, -5.031], [1.102, 2.593, -2.634], [0.071, -3.306, -2.480], [0.630, -5.690, -2.684], [1.895, -6.837, -0.896], [2.570, -5.578, 1.123], [1.967, -3.210, 1.371], [-0.735, -2.537, 1.438], [-1.122, -3.286, 3.749], [-2.430, -1.892, 5.308], [-3.354, 0.275, 4.567], [-2.921, 1.075, 2.266], [-4.170, -1.084, 0.653], [-6.262, -1.028, -0.647], [-6.354, 0.169, -2.803], [-4.354, 1.330, -3.671], [-2.256, 1.306, -2.376]],
  "forces_ev_per_a": [[-0.41, -0.24, -1.24], [-0.02, 0.02, -0.13], [-0.10, 0.10, 0.02], [0.08, -0.13, 0.08], [0.04, -0.07, 0.10], [0.14, -0.75, -0.28], [0.01, -0.01, 0.00], [0.02, -0.01, 0.02], [0.06, 0.04, 0.02], [-0.02, 0.01, 0.00], [0.07, 0.08, 0.13], [0.00, 0.04, -0.03], [0.16, 0.14, 0.03], [-0.03, 0.12, -0.03], [-0.11, 0.03, -0.02], [-0.09, -0.10, 1.11], [-0.14, 0.21, -0.03], [0.08, -0.08, -0.03], [-0.01, -0.01, 0.00], [0.01, -0.01, 0.00], [0.01, 0.00, -0.02], [-0.01, 0.02, -0.02], [-0.24, 0.21, -0.05], [0.00, 0.04, -0.04], [0.00, -0.04, 0.00], [0.00, 0.00, 0.00], [-0.01, 0.00, -0.02], [0.00, -0.10, 0.03], [0.01, -0.04, 0.01], [0.00, 0.04, -0.04], [0.00, -0.01, 0.01], [0.01, 0.01, 0.01], [-0.01, -0.01, -0.01], [-0.02, 0.03, 0.04], [0.44, 0.26, 0.38], [0.01, 0.23, 0.08], [-0.06, -0.01, -0.06], [0.01, -0.02, 0.01], [-0.01, 0.00, 0.01], [0.01, 0.02, -0.01], [-0.01, -0.11, -0.02], [0.03, 0.32, 0.04], [0.02, -0.01, -0.07], [-0.01, 0.00, 0.02], [0.00, -0.01, 0.02], [0.00, 0.02, -0.02], [0.00, -0.04, 0.03], [-0.05, 0.01, 0.02], [-0.07, -0.09, -0.06], [0.00, -0.03, -0.06], [0.15, -0.04, 0.07], [0.03, -0.03, 0.05], [0.00, 0.00, 0.00], [0.00, 0.01, 0.00], [0.00, 0.01, 0.00], [0.01, -0.01, 0.00], [0.01, 0.00, 0.00], [0.01, 0.01, -0.01], [-0.02, 0.00, 0.00], [-0.01, 0.00, 0.00], [0.04, 0.04, -0.02], [0.00, -0.02, 0.00], [-0.02, 0.01, 0.00], [0.00, 0.00, 0.00], [0.02, 0.01, -0.01], [0.03, -0.02, 0.00], [0.05, 0.00, 0.02], [-0.02, -0.01, -0.02], [0.00, 0.00, 0.00], [0.01, 0.01, 0.00], [-0.05, -0.01, 0.02], [-0.01, -0.01, 0.00], [-0.01, 0.00, -0.01], [0.00, 0.00, -0.01], [0.01, 0.01, 0.01], [0.00, 0.00, -0.03]],
  "mulliken_charge": [0.86, -0.38, 0.73, -0.64, -1.15, -0.54, 0.26, 0.23, 0.49, 0.40, 0.35, 0.71, -1.56, 1.33, -1.99, 1.02, 0.87, -0.63, -0.98, -0.57, -0.82, -0.53, 0.54, -0.20, -0.78, -0.55, -0.77, -0.56, 0.44, -0.52, -0.87, -0.52, -0.85, -0.37, 0.63, 0.53, -0.72, -0.59, -0.78, -0.68, -0.43, 0.97, -0.71, -0.73, -0.58, -0.82, -0.43, 1.12, 0.15, 1.00, 0.50, 0.63, 0.44, 0.41, 0.45, 0.39, 0.41, 0.47, 0.43, 0.46, 0.42, 0.49, 0.42, 0.42, 0.42, 0.44, 0.37, 0.50, 0.42, 0.46, 0.54, 0.42, 0.46, 0.43, 0.45, 0.40],
  "de_lowest_ev": 0.635,
  "gap_ha": 0.2129,
  "total_charge": 2
}



2.
{
  "formula": "C35H35N5O4W",
  "method": "the ωB97M-V functional and the def2-TZVPD basis",
  "symbols": ["W", "C", "N", "C", "C", "C", "N", "C", "C", "C", "C", "C", "C", "C", "O", "C", "C", "C", "N", "C", "C", "C", "C", "C", "C", "C", "O", "H", "H", "H", "H", "H", "H", "H", "H", "H", "H", "H", "H", "H", "H", "H", "H", "H", "H", "H", "H", "H", "H", "H", "H", "H", "O", "C", "C", "C", "C", "C", "C", "C", "N", "N", "C", "O", "C", "C", "C", "C", "C", "C", "H", "H", "H", "H", "H", "H", "H", "H", "H", "H"],
  "positions_angstrom": [[-0.944, -0.143, -0.261], [-3.267, 1.318, -2.219], [-2.010, 1.721, -1.539], [-1.139, 2.180, -2.673], [0.171, 2.911, -2.359], [1.323, 2.262, -3.131], [1.400, 0.868, -2.754], [2.525, 0.351, -2.507], [2.692, -1.035, -2.036], [3.853, -1.729, -2.368], [4.054, -3.038, -1.967], [3.087, -3.662, -1.186], [1.941, -2.987, -0.810], [1.729, -1.675, -1.236], [0.644, -1.025, -0.849], [-2.294, 2.864, -0.637], [-3.478, 2.624, 0.294], [-3.443, 1.224, 0.920], [-2.093, 0.750, 1.105], [-1.538, 0.891, 2.406], [0.502, 2.202, 2.358], [1.319, 2.742, 3.340], [2.684, 2.868, 3.139], [3.247, 2.434, 1.947], [2.439, 1.890, 0.962], [1.064, 1.776, 1.148], [0.306, 1.294, 0.151], [-3.775, 2.211, -2.597], [-3.935, 0.784, -1.552], [-3.027, 0.665, -3.050], [-1.771, 2.828, -3.291], [-0.921, 1.282, -3.246], [0.403, 2.878, -1.300], [0.094, 3.962, -2.643], [2.263, 2.801, -2.950], [1.110, 2.318, -4.204], [3.457, 0.924, -2.631], [4.605, -1.225, -2.967], [4.957, -3.564, -2.248], [3.235, -4.682, -0.854], [1.191, -3.446, -0.179], [-2.484, 3.753, -1.252], [-1.398, 3.042, -0.046], [-4.428, 2.781, -0.222], [-3.415, 3.377, 1.081], [-3.995, 0.501, 0.314], [-3.957, 1.240, 1.885], [-2.335, 0.918, 3.154], [0.855, 3.057, 4.267], [3.306, 3.291, 3.917], [4.314, 2.513, 1.784], [2.851, 1.535, 0.025], [-1.489, -0.714, -2.057], [-1.206, -1.932, -2.554], [-0.652, -2.044, -3.827], [-0.346, -3.298, -4.321], [-0.618, -4.446, -3.578], [-1.199, -4.328, -2.330], [-1.477, -3.072, -1.796], [-2.141, -2.854, -0.509], [-2.065, -1.794, 0.182], [-0.219, -0.878, 1.533], [-0.577, -0.273, 2.579], [-0.852, 2.155, 2.611], [-0.063, -0.627, 3.928], [-0.393, 0.121, 5.054], [0.111, -0.227, 6.300], [0.946, -1.326, 6.430], [1.281, -2.075, 5.308], [0.782, -1.727, 4.065], [-0.427, -1.142, -4.380], [0.116, -3.387, -5.297], [-0.379, -5.422, -3.978], [-1.431, -5.212, -1.746], [-2.805, -3.659, -0.169], [-1.029, 0.992, 4.963], [-0.148, 0.364, 7.169], [1.338, -1.597, 7.402], [1.935, -2.932, 5.405], [1.035, -2.292, 3.178]],
  "forces_ev_per_a": [[0.28, 0.03, 0.31], [0.01, 0.00, -0.01], [-0.02, 0.03, 0.00], [0.00, -0.02, 0.00], [0.00, 0.02, -0.01], [0.01, 0.01, 0.01], [0.00, -0.01, 0.00], [0.02, 0.00, 0.01], [-0.01, -0.01, -0.01], [-0.01, 0.01, 0.00], [0.00, -0.01, 0.01], [0.01, 0.00, -0.01], [0.00, 0.00, -0.01], [0.13, 0.09, 0.22], [-0.29, -0.17, -0.39], [0.00, -0.01, 0.00], [0.01, 0.01, 0.01], [0.00, -0.01, 0.00], [-0.09, 0.01, -0.01], [-0.02, 0.01, -0.07], [-0.01, 0.00, 0.02], [0.00, 0.00, 0.00], [-0.02, 0.00, 0.00], [0.00, -0.01, -0.01], [0.02, 0.00, 0.00], [0.00, 0.00, 0.00], [-0.01, 0.05, 0.04], [0.00, 0.00, 0.00], [0.00, 0.00, 0.00], [0.00, 0.00, 0.00], [0.00, 0.01, 0.00], [0.00, 0.00, 0.00], [0.00, -0.01, 0.01], [0.00, 0.00, 0.00], [-0.01, 0.00, 0.00], [0.00, -0.01, -0.01], [-0.01, 0.00, 0.00], [0.00, 0.00, 0.00], [0.00, 0.00, 0.00], [0.00, 0.00, 0.00], [0.00, 0.01, 0.00], [0.00, 0.00, 0.00], [0.00, 0.00, 0.00], [0.00, -0.01, 0.00], [-0.01, 0.00, 0.00], [0.00, 0.01, 0.00], [0.01, 0.00, 0.00], [0.02, 0.00, 0.02], [0.00, 0.00, 0.00], [0.00, 0.00, 0.00], [0.00, 0.00, 0.00], [0.00, 0.00, 0.00], [-0.04, -0.07, -0.03], [-0.01, 0.04, -0.03], [0.00, 0.02, 0.02], [0.00, -0.01, -0.01], [0.00, 0.00, 0.00], [0.00, 0.00, 0.02], [-0.02, -0.01, -0.01], [0.06, 0.01, -0.03], [0.02, -0.02, 0.02], [0.00, -0.01, -0.05], [-0.01, 0.01, -0.01], [0.00, 0.01, -0.01], [-0.02, 0.00, 0.00], [0.00, 0.00, 0.01], [-0.01, 0.00, 0.00], [0.01, 0.00, 0.00], [0.00, 0.00, 0.00], [0.00, 0.00, 0.00], [0.00, 0.00, -0.01], [0.00, 0.00, 0.00], [0.00, 0.00, -0.01], [0.00, 0.00, 0.00], [-0.01, 0.00, 0.01], [0.00, 0.00, 0.00], [0.00, 0.00, 0.00], [0.00, 0.00, 0.00], [0.00, 0.00, 0.00], [0.00, 0.00, 0.00]],
  "mulliken_charge": [1.84, -1.35, 0.78, -1.07, 0.13, -1.32, 0.28, -0.78, 0.79, -0.69, -0.93, -0.80, -0.56, -0.38, 0.93, -0.84, -0.92, -1.10, -0.09, -0.93, 0.25, -0.44, -0.79, -0.74, -0.93, 0.94, 0.76, 0.42, 0.20, 0.49, 0.65, 0.18, -0.23, 0.46, 0.52, 0.30, 0.30, 0.44, 0.40, 0.44, 0.54, 0.57, 0.14, 0.35, 0.52, 0.39, 0.58, 0.88, 0.48, 0.39, 0.46, 0.24, -0.44, 0.01, -0.29, -0.77, -0.69, -0.51, 0.80, -0.71, -0.74, -0.61, 0.32, -0.55, 0.52, -0.28, -1.01, -0.38, -0.64, -0.41, 0.40, 0.44, 0.41, 0.45, 0.43, 0.43, 0.39, 0.39, 0.39, 0.50],
  "de_lowest_ev": 0.522,
  "gap_ha": 0.2664
}